No. 1
C33H56ClINO17PS2 | ωB97M-V with the def2-TZVPD basis set

Its HOMO energy is -8.54 eV. For the gap between HOMO and LUMO, the calculation gives 8.904 eV. The spin multiplicity is 1. Its SMILES is C#C[C@H](COCC)O[C@H]([PH2]=S)[C@](CCCCS(=O)(=O)Cl)(C[C@H](C)I)NCOC.C[C@@H]1COC(=O)O1.C[C@@H]1COC(=O)O1.C[C@@H]1COC(=O)O1.C[C@@H]1COC(=O)O1. Its LUMO energy is 0.3626 eV.

Geometry as XYZ:
```
112
Properties=species:S:1:pos:R:3:forces:R:3
C 1.449 -4.546 2.175 0.0 -0.1 0.2
C 1.401 -3.952 1.139 -0.1 0.0 -0.1
C 1.222 -3.212 -0.109 0.3 0.2 0.2
C 1.974 -1.871 -0.094 -0.3 0.0 0.1
O 3.236 -2.044 -0.678 0.1 -0.1 0.1
C 4.319 -1.540 0.096 0.1 0.1 -0.1
C 4.386 -0.010 0.088 0.2 -0.2 0.1
O -0.139 -2.891 -0.334 0.0 0.0 -0.3
C -1.097 -3.920 -0.299 -0.2 0.3 -0.2
P -0.712 -5.415 -1.360 0.1 -1.0 0.6
S -0.528 -7.065 -0.328 -0.1 0.3 -0.1
C -2.464 -3.214 -0.506 -0.1 0.3 0.0
C -2.735 -2.471 0.841 0.1 0.2 0.0
C -2.886 -0.955 0.770 0.1 0.0 0.4
C -3.025 -0.362 2.190 0.0 0.1 -0.4
C -4.225 0.571 2.369 0.6 -0.6 0.2
S -5.776 -0.272 2.537 -0.3 0.4 -0.7
O -6.056 -0.973 1.319 0.1 -0.2 0.1
O -6.757 0.612 3.079 0.1 -0.1 0.2
Cl -5.404 -1.707 3.940 0.0 -0.1 0.2
C -3.578 -4.238 -0.800 0.0 -0.1 0.3
C -5.003 -3.672 -0.651 0.1 -0.4 0.1
C -5.796 -4.329 0.472 0.3 0.0 0.1
I -6.082 -4.011 -2.490 -0.1 0.3 -0.1
N -2.363 -2.205 -1.571 -0.1 -0.2 -0.3
C -1.815 -2.631 -2.845 0.1 0.1 -0.1
O -2.090 -1.669 -3.824 0.0 0.0 0.0
C -1.349 -0.472 -3.634 0.0 0.0 -0.2
H 1.482 -5.085 3.089 0.1 0.0 0.0
H 1.653 -3.779 -0.938 -0.1 -0.1 -0.1
H 1.362 -1.161 -0.656 0.0 0.0 -0.2
H 2.040 -1.502 0.931 0.1 0.0 0.1
H 5.209 -1.949 -0.371 0.0 -0.1 0.0
H 4.269 -1.940 1.110 0.0 0.0 0.1
H 5.382 0.298 -0.224 0.0 0.2 -0.1
H 4.212 0.421 1.070 -0.2 0.0 0.0
H 3.667 0.374 -0.631 0.0 0.1 0.0
H -1.134 -4.365 0.698 0.1 -0.3 0.0
H -1.709 -5.532 -2.329 0.1 0.3 -0.2
H 0.433 -5.107 -2.108 -0.1 0.3 -0.2
H -1.894 -2.645 1.512 0.0 -0.1 0.1
H -3.610 -2.887 1.336 -0.1 -0.1 0.0
H -1.993 -0.540 0.313 -0.1 0.1 -0.2
H -3.751 -0.670 0.173 0.0 0.0 -0.1
H -2.148 0.245 2.408 0.1 0.1 0.0
H -3.034 -1.156 2.932 -0.1 0.0 0.1
H -4.086 1.211 3.235 -0.3 0.1 0.1
H -4.337 1.177 1.473 -0.3 0.2 0.1
H -3.461 -4.632 -1.803 0.1 0.0 -0.1
H -3.481 -5.093 -0.125 0.1 -0.1 0.0
H -4.994 -2.600 -0.492 -0.1 0.2 -0.2
H -6.140 -5.317 0.179 -0.1 -0.1 0.0
H -5.145 -4.470 1.337 0.0 0.1 0.1
H -6.631 -3.710 0.781 -0.2 0.0 -0.1
H -3.291 -1.848 -1.784 0.0 0.0 0.1
H -0.728 -2.738 -2.741 0.1 -0.1 0.1
H -2.233 -3.568 -3.229 -0.1 0.0 -0.1
H -1.628 0.032 -2.710 0.1 0.0 0.1
H -1.567 0.184 -4.472 -0.1 0.0 -0.1
H -0.278 -0.691 -3.645 0.1 0.1 0.1
C -0.427 -1.677 -7.197 -0.1 0.1 0.2
C 0.891 -0.998 -7.450 -0.1 -0.1 0.0
C 2.128 -1.838 -7.206 0.0 0.0 0.0
O 3.101 -0.847 -6.853 0.0 -0.1 0.0
C 2.441 0.208 -6.314 0.0 0.0 0.0
O 2.958 1.115 -5.751 0.0 0.0 0.0
O 1.107 0.073 -6.509 0.0 0.0 -0.1
H -0.462 -2.087 -6.186 0.0 0.0 0.0
H -1.248 -0.966 -7.289 0.0 0.0 -0.1
H -0.586 -2.483 -7.913 0.0 0.0 0.0
H 0.920 -0.563 -8.453 0.0 0.0 0.0
H 2.465 -2.398 -8.074 0.1 0.1 0.0
H 1.998 -2.513 -6.357 -0.1 0.0 0.0
C -6.053 6.416 2.544 0.0 -0.1 -0.2
C -4.986 5.443 2.967 0.0 0.1 0.0
C -3.587 6.005 3.099 -0.1 0.1 0.0
O -2.774 4.852 2.818 0.0 0.1 0.0
C -3.488 4.033 2.025 0.0 0.0 -0.1
O -3.041 3.079 1.464 0.1 0.0 0.0
O -4.773 4.429 1.954 0.0 -0.1 0.1
H -5.771 6.917 1.618 0.0 0.0 0.0
H -6.996 5.900 2.375 0.0 0.0 0.1
H -6.200 7.165 3.322 0.0 0.0 0.0
H -5.278 4.925 3.885 0.0 0.0 0.0
H -3.344 6.404 4.077 0.1 -0.1 0.0
H -3.376 6.760 2.339 0.0 0.0 0.0
C 10.191 1.956 1.845 -0.1 0.1 0.0
C 9.413 0.688 2.066 0.1 0.0 -0.1
C 8.901 -0.002 0.818 0.0 0.0 0.0
O 7.733 -0.675 1.304 0.0 0.0 -0.1
C 7.269 0.022 2.370 0.0 0.0 0.0
O 6.217 -0.158 2.890 0.0 0.0 0.0
O 8.172 0.953 2.753 0.1 -0.1 0.0
H 9.614 2.662 1.247 0.0 0.0 0.0
H 10.424 2.433 2.796 0.0 0.0 0.0
H 11.126 1.736 1.330 0.0 0.0 0.0
H 9.981 -0.014 2.682 0.0 0.0 0.0
H 9.594 -0.722 0.390 -0.1 -0.1 0.1
H 8.595 0.717 0.054 0.0 0.0 0.0
C 2.049 3.935 3.208 0.0 0.0 0.2
C 1.106 5.007 2.733 0.1 0.0 0.0
C 1.738 6.336 2.373 0.0 0.0 0.0
O 0.669 7.258 2.634 0.1 0.0 0.0
C -0.127 6.705 3.577 -0.1 -0.2 0.0
O -1.011 7.273 4.137 0.0 0.1 0.0
O 0.211 5.418 3.787 0.0 0.0 0.0
H 2.650 4.292 4.044 0.0 0.0 0.0
H 1.494 3.059 3.542 0.0 0.0 -0.1
H 2.712 3.634 2.396 0.0 0.0 0.0
H 0.487 4.641 1.909 0.0 0.0 0.0
H 2.052 6.416 1.337 -0.1 0.1 0.0
H 2.574 6.580 3.034 0.0 0.0 0.0
```
Positions in Å, forces in eV/Å.

No. 2
C4H8N2O2S | ωB97M-V with the def2-TZVPD basis set

Its HOMO energy is -8.70 eV. As for the energy above the lowest of the compared OMol25 structures with the same formula, charge and spin: 60.5 kcal/mol. For the gap between HOMO and LUMO, the calculation gives 9.260 eV. The spin multiplicity is 1. Its SMILES is CN1C[C@@H](O)N(O)C1=S. Its LUMO energy is 0.5636 eV.

Geometry as XYZ:
```
17
Properties=species:S:1:pos:R:3:forces:R:3
C -0.028 2.211 0.267 2.1 -1.6 1.6
N -0.185 0.781 0.454 -0.1 1.7 -0.5
C -1.226 0.180 -0.287 2.4 -2.4 -2.5
C -0.651 -1.219 -0.571 2.3 -0.4 -0.6
O 0.065 -1.332 -1.799 -1.1 -0.9 -0.1
N 0.282 -1.308 0.528 1.8 0.3 1.5
O 0.978 -2.457 0.926 -0.4 -0.2 -0.5
C 0.794 -0.059 0.847 -1.2 -0.8 0.4
S 2.176 0.333 1.656 0.1 -0.3 -0.2
H 0.270 2.320 -0.773 0.3 0.8 0.0
H -0.984 2.650 0.463 -0.3 0.7 0.3
H 0.798 2.356 1.056 -1.2 1.1 -1.5
H -1.455 0.578 -1.276 -0.1 0.6 0.3
H -2.029 -0.041 0.270 -3.5 0.1 2.1
H -1.312 -2.058 -0.554 -0.6 -0.3 0.0
H 0.546 -0.546 -2.019 0.4 0.8 0.1
H 1.960 -2.391 0.811 -1.0 0.8 -0.3
```
Positions in Å, forces in eV/Å.

No. 3
C16H47Ag2O18 | ωB97M-V with the def2-TZVPD basis set

Its HOMO energy is -11.80 eV. For the gap between HOMO and LUMO, the calculation gives 6.861 eV. The spin multiplicity is 1. The total charge is +1. Its LUMO energy is -4.9344 eV.

Geometry as XYZ:
```
83
Properties=species:S:1:pos:R:3:forces:R:3
Ag -2.488 1.790 -3.558 0.9 -0.2 0.6
Ag -3.353 -0.915 -0.679 0.7 0.0 0.9
O 0.825 0.003 -0.576 -1.3 -0.8 1.0
C -0.528 -0.071 -0.673 -1.9 1.2 0.2
O -1.107 -0.705 0.262 0.0 0.0 -0.9
O -1.156 0.589 -1.550 0.5 -0.7 -0.4
H 0.820 -0.481 0.299 1.8 0.2 -0.4
C -0.446 -1.580 -5.018 -0.6 -0.3 0.1
O -1.503 -1.228 -4.107 0.0 0.7 0.2
H -0.255 -2.648 -4.881 0.4 0.2 -0.1
H -0.831 -1.451 -6.029 0.1 0.2 0.0
H 0.424 -0.952 -4.827 0.1 -0.3 -0.2
H -1.074 -1.171 -3.244 -0.2 0.0 0.0
C 1.415 -3.614 -2.044 1.0 0.1 1.2
C 0.579 -3.594 -0.763 -0.1 0.1 -1.0
O -0.741 -4.056 -1.050 0.1 -0.4 0.1
O 1.672 -4.962 -2.432 -0.7 0.1 -0.4
H 2.407 -3.221 -1.798 -0.1 0.3 -0.1
H 0.993 -2.987 -2.830 -0.1 -0.2 -0.1
H 0.437 -2.580 -0.388 0.3 -0.1 0.1
H 1.092 -4.229 -0.036 -0.2 0.1 0.2
H -0.615 -4.965 -1.356 -0.3 0.1 0.1
H 1.106 -5.157 -3.185 0.1 -0.2 0.0
C -3.684 2.098 0.678 -0.3 0.0 -0.4
C -4.183 1.326 1.871 0.3 0.1 1.1
O -4.220 -0.085 1.614 -0.2 0.3 -0.5
O -4.799 2.492 -0.142 0.3 0.1 0.1
H -2.981 1.531 0.056 0.1 -0.3 0.3
H -3.113 2.976 0.986 -0.3 0.2 0.1
H -5.159 1.691 2.204 -0.2 0.0 -0.6
H -3.571 1.493 2.766 0.5 0.0 -0.3
H -4.548 -0.494 2.422 0.0 -0.4 -0.2
H -4.714 2.065 -0.995 -0.1 0.0 -0.1
C -0.699 3.856 -0.934 -0.2 -1.0 0.5
C -1.840 4.653 -1.512 -0.4 -0.2 0.3
O -2.347 3.979 -2.699 -0.1 -0.3 -0.5
O -0.091 4.585 0.095 0.1 0.5 -0.3
H -0.024 3.520 -1.730 0.2 0.4 0.0
H -1.110 2.940 -0.486 -0.1 -0.1 -0.3
H -1.525 5.665 -1.767 0.0 -0.1 -0.1
H -2.702 4.668 -0.841 0.3 0.3 0.3
H -3.147 4.459 -2.939 0.1 0.0 -0.1
H 0.540 4.023 0.587 -0.2 0.2 -0.1
C -2.229 -2.974 4.431 -0.1 -0.4 -0.2
C -1.815 -1.991 3.367 0.1 0.3 -0.5
O -1.838 -2.636 2.102 -0.3 0.0 0.0
O -1.332 -4.078 4.455 -0.2 0.4 0.3
H -3.239 -3.361 4.259 -0.1 0.2 -0.3
H -2.295 -2.470 5.395 0.5 -0.2 0.2
H -0.795 -1.628 3.537 0.0 -0.1 0.4
H -2.475 -1.113 3.354 -0.1 0.0 0.1
H -1.434 -2.027 1.465 0.0 -0.3 0.0
H -1.421 -4.482 3.583 0.2 0.0 0.0
C 3.585 -0.619 1.090 -0.6 -0.5 0.9
C 4.870 -1.174 1.695 -0.4 0.7 -0.3
O 5.070 -2.514 1.322 0.0 0.1 0.0
O 2.393 -1.202 1.680 0.1 0.2 -0.3
H 3.497 -0.826 0.026 0.3 0.1 -0.1
H 3.508 0.448 1.311 0.5 0.2 -0.4
H 4.827 -1.047 2.783 -0.1 -0.1 0.1
H 5.662 -0.501 1.344 0.2 -0.2 -0.1
H 5.902 -2.797 1.715 -0.1 -0.2 -0.1
H 2.379 -0.889 2.591 -0.1 -0.3 0.1
C 1.338 1.970 2.344 -0.2 0.6 0.7
C 0.081 1.783 3.178 0.6 -1.3 0.9
O 0.278 2.262 4.509 0.2 0.9 -0.4
O 1.479 3.320 1.941 0.1 0.3 -0.7
H 1.292 1.356 1.444 0.0 0.2 0.0
H 2.228 1.708 2.927 -0.2 -0.3 0.0
H -0.065 0.706 3.330 -0.4 0.0 -0.8
H -0.776 2.258 2.693 0.0 0.0 0.0
H -0.063 1.627 5.137 -0.1 -0.1 0.1
H 1.534 3.927 2.687 0.0 -0.3 0.2
C 2.814 1.496 -2.876 0.9 0.6 -1.5
C 2.963 0.238 -3.703 0.2 -0.7 1.2
O 2.516 -0.920 -2.968 -0.4 0.2 -0.5
O 1.485 1.956 -2.747 -0.1 -0.1 0.2
H 3.318 2.252 -3.488 0.0 0.2 0.3
H 3.383 1.435 -1.944 -0.3 -0.1 0.2
H 4.020 0.028 -3.880 0.0 0.4 -0.3
H 2.445 0.361 -4.656 -0.2 -0.2 0.0
H 2.105 -0.610 -2.156 -0.1 -0.1 0.1
H 1.048 1.469 -2.045 -0.1 -0.1 0.1
```
Positions in Å, forces in eV/Å.

> LUMO of number 2 (C4H8N2O2S)?

0.5636 eV

> Which of these has the highest LUMO?

C4H8N2O2S

> Which value of HOMO does entry 2 give?

-8.70 eV

> Number 1 is which compound?

C33H56ClINO17PS2